# 1
{
  "formula": "C34H42N6RuSe",
  "method": "ωB97M-V/def2-TZVPD",
  "multiplicity": 6,
  "charge": 3,
  "orbital_gap_ev": [8.37, 5.39],
  "e_tot_ha": -4144.75990,
  "symbols": ["Ru", "C", "C", "C", "C", "C", "C", "C", "N", "N", "C", "C", "C", "C", "C", "C", "N", "C", "C", "C", "C", "C", "C", "N", "H", "H", "H", "H", "H", "H", "H", "H", "H", "H", "H", "H", "H", "H", "H", "H", "H", "H", "H", "H", "C", "C", "C", "C", "N", "C", "Se", "N", "C", "C", "C", "C", "C", "C", "C", "C", "C", "C", "H", "H", "H", "H", "H", "H", "H", "H", "H", "H", "H", "H", "H", "H", "H", "H", "H", "H", "H", "H", "H", "H"],
  "coordinates": [[1.63, -0.25, 0.70], [4.00, -2.31, 1.63], [3.86, -3.11, 0.34], [2.45, -3.37, -0.11], [2.14, -4.59, -0.69], [0.86, -4.85, -1.13], [-0.11, -3.87, -0.99], [0.25, -2.68, -0.41], [1.50, -2.42, 0.04], [3.76, -0.85, 1.50], [3.96, -0.26, 2.84], [3.42, 1.14, 2.88], [3.94, 2.10, 3.73], [3.38, 3.37, 3.74], [2.33, 3.65, 2.88], [1.86, 2.65, 2.06], [2.39, 1.41, 2.06], [4.69, -0.19, 0.54], [4.18, -0.15, -0.88], [5.02, -0.35, -1.96], [4.53, -0.19, -3.25], [3.20, 0.17, -3.43], [2.41, 0.35, -2.31], [2.89, 0.20, -1.06], [3.29, -2.69, 2.36], [5.00, -2.47, 2.04], [4.42, -2.65, -0.48], [4.34, -4.07, 0.51], [2.92, -5.34, -0.79], [0.62, -5.81, -1.58], [-1.13, -4.02, -1.33], [-0.48, -1.89, -0.28], [3.43, -0.87, 3.57], [5.02, -0.27, 3.12], [4.77, 1.85, 4.38], [3.78, 4.13, 4.40], [1.89, 4.63, 2.84], [1.05, 2.84, 1.37], [4.81, 0.84, 0.86], [5.68, -0.66, 0.57], [6.06, -0.61, -1.79], [5.18, -0.34, -4.10], [2.78, 0.30, -4.41], [1.37, 0.63, -2.40], [-1.18, 4.16, -0.96], [-2.50, 3.49, -1.35], [-2.39, 2.64, -2.61], [-1.61, 1.35, -2.41], [-2.32, 0.41, -1.51], [-2.04, 0.11, -0.25], [-0.60, 0.85, 0.75], [-2.96, -0.71, 0.26], [-3.03, -1.27, 1.63], [-3.32, -0.25, 2.73], [-4.67, 0.46, 2.62], [-4.76, 1.52, 1.51], [-3.88, -0.99, -0.75], [-5.03, -1.77, -0.76], [-5.74, -1.81, -1.94], [-5.32, -1.10, -3.08], [-4.19, -0.31, -3.07], [-3.49, -0.27, -1.87], [-1.30, 4.75, -0.05], [-0.85, 4.83, -1.75], [-0.38, 3.44, -0.79], [-3.26, 4.26, -1.51], [-2.88, 2.88, -0.52], [-1.89, 3.21, -3.40], [-3.39, 2.40, -3.00], [-0.64, 1.55, -1.97], [-1.46, 0.82, -3.35], [-2.11, -1.83, 1.82], [-3.84, -2.00, 1.60], [-2.52, 0.49, 2.80], [-3.28, -0.83, 3.66], [-4.85, 0.95, 3.58], [-5.47, -0.28, 2.51], [-3.89, 2.18, 1.53], [-5.64, 2.14, 1.66], [-4.85, 1.08, 0.52], [-5.37, -2.32, 0.11], [-6.64, -2.41, -2.00], [-5.91, -1.16, -3.99], [-3.88, 0.24, -3.95]]
}



# 2
{
  "formula": "C5H9F2N4O",
  "method": "ωB97M-V/def2-TZVPD",
  "smiles": "[H]/N=C/NC(=[NH2+])/N=C(/OC)C(F)F",
  "charge": 1,
  "orbital_gap_ev": 10.06,
  "e_tot_ha": -689.64659,
  "symbols": ["H", "N", "C", "N", "C", "N", "N", "C", "O", "C", "C", "F", "F", "H", "H", "H", "H", "H", "H", "H", "H"],
  "coordinates": [[1.15, 1.97, -1.21], [0.47, 1.51, -0.73], [-0.78, 1.78, -0.72], [-1.77, 1.07, -0.09], [-1.48, -0.12, 0.51], [-2.39, -0.85, 1.13], [-0.29, -0.67, 0.51], [0.78, -0.42, -0.23], [1.99, -0.60, 0.25], [2.06, -0.32, 1.68], [0.81, -0.98, -1.69], [1.65, -0.24, -2.48], [-0.43, -0.90, -2.29], [-1.26, 2.70, -1.27], [-2.77, 1.20, -0.41], [-1.98, -1.63, 1.65], [-3.37, -0.79, 1.22], [3.14, -0.64, 1.92], [1.40, -0.89, 2.21], [1.88, 0.75, 1.78], [1.17, -1.94, -1.73]]
}



# 3
{
  "formula": "C6H14S3",
  "method": "ωB97M-V/def2-TZVPD",
  "smiles": "C=[S@H](=CS)CSC(C)C",
  "charge": 0,
  "orbital_gap_ev": 8.52,
  "e_tot_ha": -1431.31836,
  "symbols": ["C", "S", "C", "S", "C", "S", "C", "C", "C", "H", "H", "H", "H", "H", "H", "H", "H", "H", "H", "H", "H", "H", "H"],
  "coordinates": [[-0.16, -0.05, 2.56], [-1.28, -0.17, 1.30], [-2.64, -1.14, 1.87], [-4.02, -0.76, 0.58], [-0.47, -1.37, 0.26], [-0.11, -0.73, -1.34], [1.40, 0.31, -1.07], [2.40, 0.13, -2.17], [0.97, 1.81, -0.90], [0.85, -0.14, 2.14], [-0.34, 0.85, 3.14], [-1.52, 0.60, 0.08], [-2.87, -0.78, 2.85], [-3.48, -1.62, -0.38], [0.43, -1.74, 0.89], [-1.21, -2.19, 0.37], [1.70, -0.11, -0.14], [2.13, 0.50, -3.15], [3.29, 0.77, -1.97], [2.78, -0.80, -2.36], [0.34, 2.05, -1.77], [1.64, 2.64, -0.72], [0.17, 1.95, -0.08]]
}



# 4
{
  "formula": "C46H53LiN5O4S",
  "method": "ωB97M-V/def2-TZVPD",
  "charge": -1,
  "orbital_gap_ev": 4.84,
  "e_tot_ha": -2765.25465,
  "symbols": ["Li", "C", "C", "N", "C", "C", "C", "C", "C", "C", "C", "C", "C", "N", "C", "H", "H", "H", "H", "H", "H", "H", "H", "C", "C", "C", "C", "C", "C", "C", "N", "C", "C", "C", "C", "C", "C", "C", "N", "C", "C", "C", "C", "H", "H", "H", "H", "H", "H", "H", "H", "H", "H", "H", "H", "H", "H", "H", "H", "H", "H", "H", "H", "H", "H", "H", "H", "C", "C", "C", "C", "C", "C", "H", "H", "H", "H", "H", "H", "H", "H", "H", "C", "C", "C", "C", "C", "C", "C", "S", "O", "O", "N", "C", "C", "C", "O", "O", "H", "H", "H", "H", "H", "H", "H", "H", "H", "H", "H", "H"],
  "coordinates": [[0.41, -0.10, 0.32], [-0.78, -2.46, 3.61], [-0.36, -1.42, 2.77], [-0.15, -1.55, 1.49], [-0.32, -2.77, 0.91], [-0.74, -3.90, 1.70], [-0.97, -3.71, 3.06], [-0.88, -5.16, 1.05], [-0.69, -5.28, -0.28], [-0.31, -4.17, -1.09], [-0.27, -4.24, -2.48], [-0.14, -3.03, -3.21], [0.16, -1.88, -2.57], [0.56, -1.87, -1.19], [-0.06, -2.94, -0.44], [-0.94, -2.29, 4.66], [-0.20, -0.43, 3.18], [-1.29, -4.55, 3.67], [-1.15, -6.02, 1.65], [-0.81, -6.24, -0.78], [-0.50, -5.17, -2.98], [-0.38, -3.02, -4.27], [0.19, -0.92, -3.07], [-6.93, -1.65, -0.98], [-6.41, -0.26, -1.38], [-7.25, 0.80, -0.65], [-6.61, -0.08, -2.89], [-4.93, -0.16, -1.05], [-4.03, -1.06, -1.63], [-2.68, -0.94, -1.34], [-2.17, -0.03, -0.54], [-3.01, 0.83, 0.05], [-4.39, 0.79, -0.19], [-2.37, 1.78, 0.96], [-3.06, 2.77, 1.68], [-2.37, 3.61, 2.54], [-0.99, 3.43, 2.64], [-0.39, 2.43, 1.88], [-1.04, 1.63, 1.07], [-3.04, 4.69, 3.38], [-2.43, 6.06, 3.02], [-4.55, 4.77, 3.18], [-2.76, 4.41, 4.87], [-7.98, -1.74, -1.24], [-6.83, -1.80, 0.10], [-6.37, -2.43, -1.49], [-8.30, 0.69, -0.91], [-6.94, 1.80, -0.93], [-7.16, 0.68, 0.43], [-7.66, -0.21, -3.14], [-6.04, -0.82, -3.44], [-6.30, 0.91, -3.21], [-4.35, -1.84, -2.30], [-1.97, -1.62, -1.79], [-5.03, 1.51, 0.30], [-4.12, 2.86, 1.56], [-0.38, 4.04, 3.28], [0.67, 2.28, 1.94], [-2.62, 6.30, 1.97], [-1.36, 6.06, 3.19], [-2.88, 6.84, 3.64], [-4.80, 5.01, 2.15], [-4.97, 5.55, 3.81], [-5.03, 3.83, 3.46], [-1.69, 4.38, 5.06], [-3.19, 3.45, 5.16], [-3.20, 5.19, 5.48], [4.85, -2.68, 0.37], [4.54, -2.33, -1.09], [5.25, -1.04, -1.49], [4.99, -3.48, -2.00], [3.09, -2.16, -1.20], [1.92, -1.94, -1.10], [5.92, -2.74, 0.54], [4.40, -3.64, 0.63], [4.42, -1.93, 1.03], [6.33, -1.13, -1.38], [4.91, -0.22, -0.86], [5.03, -0.79, -2.53], [6.05, -3.68, -1.86], [4.81, -3.22, -3.05], [4.42, -4.38, -1.78], [3.95, -0.19, -5.33], [3.77, 0.85, -4.26], [4.67, 1.89, -4.10], [4.47, 2.84, -3.10], [3.36, 2.76, -2.30], [2.43, 1.74, -2.45], [2.65, 0.79, -3.44], [3.06, 4.03, -1.07], [1.77, 4.62, -1.35], [4.19, 4.92, -1.06], [2.97, 3.29, 0.40], [4.19, 2.60, 0.78], [3.88, 1.59, 1.88], [2.81, 0.52, 1.47], [2.89, -0.57, 2.01], [1.95, 0.87, 0.63], [4.99, -0.26, -5.64], [3.35, 0.06, -6.20], [3.61, -1.16, -4.96], [5.54, 1.96, -4.74], [5.17, 3.65, -2.94], [1.57, 1.69, -1.81], [1.95, -0.02, -3.56], [2.23, 2.57, 0.38], [4.91, 3.36, 1.12], [4.62, 2.07, -0.08], [3.47, 2.11, 2.76], [4.79, 1.08, 2.19]]
}